*A*
Formula: C3H17NO4
Source: the OMol25 dataset
Level of theory: ωB97M-V/def2-TZVPD

Cartesian coordinates (Å):
C1 -2.0684 -1.8483 0.1849
N1 -0.7347 -1.3086 -0.0644
C2 -0.6847 0.0539 0.5059
C3 0.3105 -2.1708 0.4871
H1 -2.7890 -1.1623 -0.2781
H2 -2.3498 -1.8094 1.2445
H3 -2.2006 -2.8124 -0.2841
H4 -1.1785 0.6528 -0.2527
H5 -1.3261 0.1043 1.3893
H6 0.3299 0.3842 0.6250
H7 0.7798 -1.7023 1.3738
H8 1.2056 -2.1795 -0.1425
H9 -0.0780 -3.1370 0.7930
O1 1.8081 1.2486 2.9207
H10 1.2960 0.5052 2.5767
H11 1.7739 1.0275 3.8614
O2 2.2489 2.1498 -0.5358
H12 1.8158 2.3405 0.3031
H13 3.1330 1.8497 -0.3092
O3 -0.5765 -1.1601 -3.0457
H14 -0.9055 -1.4830 -2.1928
H15 -0.5024 -0.2046 -2.9776
O4 0.2628 3.7471 -2.3725
H16 0.7498 2.9452 -2.1666
H17 -0.3199 3.9696 -1.6433

Computed properties:
SMILES string: CN(C)C.O.O.O.O
LUMO, hartree: 0.0098
Total charge: 0

---

*B*
Formula: C3H17NO4
Source: the OMol25 dataset
Level of theory: ωB97M-V/def2-TZVPD

Cartesian coordinates (Å):
C1 0.8420 -1.9297 0.2988
C2 0.2868 -1.2209 -0.9520
C3 0.5385 0.2747 -0.8696
N1 -0.1804 1.0223 -1.9294
H1 0.0643 -2.1901 1.0141
H2 1.6292 -1.3499 0.7776
H3 1.3073 -2.8809 0.0245
H4 0.6264 -1.6479 -1.8926
H5 -0.7971 -1.3602 -0.9244
H6 1.6119 0.4755 -0.9419
H7 0.2613 0.6739 0.1055
H8 0.1236 0.6316 -2.8122
H9 0.0417 2.0061 -1.8790
O1 2.3454 1.8329 1.2188
H10 1.6347 1.8634 1.8763
H11 2.9366 1.1574 1.5737
O2 0.4422 0.6150 2.9948
H12 0.2539 1.3154 3.6273
H13 -0.3706 0.5098 2.4601
O3 -2.1502 -0.9312 -3.1532
H14 -3.0869 -0.7236 -3.0338
H15 -1.6931 -0.1682 -2.7608
O4 -2.0018 0.0981 1.7184
H16 -1.6622 -0.1206 0.8377
H17 -2.2234 -0.7492 2.1197

Computed properties:
SMILES string: CCCN.O.O.O.O
LUMO, hartree: 0.0188
Total charge: 0

---

Stability summary: most stable *B*, least stable *A*.

---

*A*
Formula: C3H17NO4
Source: the OMol25 dataset
Level of theory: ωB97M-V/def2-TZVPD

Cartesian coordinates (Å):
C1 -0.6092 -0.4838 0.4807
N1 -1.5273 0.4381 0.0123
C2 -0.8010 1.6993 -0.0745
C3 -2.0655 0.2988 -1.2777
H1 0.3648 -0.1344 0.9530
H2 -0.2140 -1.5114 -0.1421
H3 -1.0539 -1.0514 1.3607
H4 -1.5316 2.5662 -0.3827
H5 -0.2903 2.0460 0.8028
H6 -0.0776 1.8126 -0.8657
H7 -1.5480 -0.3927 -2.0653
H8 -2.0398 1.1385 -1.9681
H9 -3.1519 0.0394 -1.1165
O1 2.2339 -2.0951 -0.5075
H10 3.0895 -2.4886 -0.6823
H11 2.0985 -2.3188 0.3966
O2 1.3406 1.0980 -2.3121
H12 1.6499 0.3509 -2.9257
H13 2.0153 1.7270 -2.2644
O3 -2.1159 -2.2864 3.7059
H14 -2.0914 -1.2855 3.5844
H15 -1.3710 -2.3231 4.3762
O4 2.8289 1.2524 0.5845
H16 2.9869 0.8697 -0.2774
H17 1.8803 1.0343 0.6048

Computed properties:
SMILES string: CN(C)C.O.O.O.O
LUMO, hartree: 0.0123
Total charge: 0

---

*B*
Formula: C3H17NO4
Source: the OMol25 dataset
Level of theory: ωB97M-V/def2-TZVPD

Cartesian coordinates (Å):
C1 1.0343 3.0320 -0.4829
C2 -0.3929 2.6094 -0.0974
N1 -0.0526 1.7356 1.0533
C3 -1.1149 1.1061 1.7772
H1 1.0759 3.6041 -1.4111
H2 1.8905 2.3085 -0.6065
H3 1.5606 3.4903 0.3401
H4 -0.9749 2.0252 -0.8265
H5 -1.0879 3.4952 0.1676
H6 0.7892 1.8339 1.5109
H7 -0.7864 0.0547 1.9275
H8 -1.3651 1.5281 2.7817
H9 -2.0945 1.1019 1.3228
O1 1.3848 -1.9164 -2.1402
H10 1.4685 -2.7474 -2.5275
H11 1.0800 -1.9612 -1.1753
O2 -1.0174 -1.0538 -1.4063
H12 -0.7905 -0.1948 -1.1142
H13 -0.4973 -1.1420 -2.2100
O3 -1.1225 -3.2464 0.9076
H14 -1.1992 -2.9877 0.0176
H15 -1.5246 -2.4091 1.3038
O4 1.2827 -3.4098 -0.0850
H16 2.0282 -3.4711 0.5089
H17 0.4259 -3.3850 0.4641

Computed properties:
SMILES string: CCNC.O.O.O.O
LUMO, hartree: 0.0226
Total charge: 0

---

Stability summary: most stable *B*, least stable *A*.

---

*A*
Formula: CHClNO6S
Source: the OMol25 dataset
Level of theory: ωB97M-V/def2-TZVPD

Cartesian coordinates (Å):
C1 0.4922 -0.6006 0.2112
N1 1.3726 -1.1700 -0.7891
O1 -2.0813 0.6692 0.6615
O2 1.5364 -2.3552 -0.8929
O3 1.7146 -0.3271 -1.6333
O4 -2.5370 -1.6288 0.1101
O5 -3.3727 0.1865 -1.3423
O6 -1.1416 -0.3108 -1.3706
S1 -2.3258 -0.2701 -0.4139
Cl1 -0.3166 -1.5642 1.2604
H1 0.7139 0.3345 0.5814

Computed properties:
LUMO, hartree: 0.0344
Total charge: -1

---

*B*
Formula: CHClNO6S
Source: the OMol25 dataset
Level of theory: ωB97M-V/def2-TZVPD

Cartesian coordinates (Å):
C1 -0.3836 -0.4863 -0.2871
N1 -2.6488 0.5717 0.1323
O1 2.5807 -1.0835 0.8254
O2 -2.9814 1.5137 -0.5093
O3 -2.9317 0.3800 1.2737
O4 2.6887 1.3752 0.3982
O5 2.2464 -0.1604 -1.4531
O6 0.4720 0.4027 0.1457
S1 2.1891 0.0754 -0.0274
Cl1 -0.8973 -1.7550 0.7969
H1 -0.3341 -0.8336 -1.2952

Computed properties:
LUMO (spin up / spin down), hartree: 0.0878 / 0.0577
Total charge: -1

---

Stability summary: most stable *B*, least stable *A*.

---

*A*
Formula: C15H36N6O3PRh
Source: the OMol25 dataset
Level of theory: ωB97M-V/def2-TZVPD

Cartesian coordinates (Å):
Rh1 0.2405 -1.0959 -0.1444
N1 1.2074 -3.1441 0.4336
C1 0.4635 -4.2194 -0.2383
C2 -1.0223 -4.0085 0.0084
N2 -1.4506 -2.6965 -0.4865
C3 -2.0037 -2.6689 -1.8413
C4 -0.9075 -2.3661 -2.8531
N3 -0.2813 -1.0731 -2.5053
H1 2.1894 -3.1817 0.1896
H2 1.1311 -3.2435 1.4417
H3 0.7490 -5.2077 0.1287
H4 0.7016 -4.1765 -1.3000
H5 -1.2002 -4.0392 1.0847
H6 -1.5940 -4.8159 -0.4553
H7 -2.1158 -2.3010 0.1683
H8 -2.7590 -1.8817 -1.8911
H9 -2.4869 -3.6149 -2.0994
H10 -1.3403 -2.3586 -3.8561
H11 -0.1328 -3.1298 -2.8255
H12 -0.9469 -0.3305 -2.6887
H13 0.5252 -0.9117 -3.0995
C5 3.9043 -1.6982 -2.3816
O1 2.6801 -1.9015 -1.6287
C6 2.2136 -0.8771 -0.9553
O2 2.7282 0.2099 -0.9133
H14 4.0384 -2.5936 -2.9772
H15 4.7382 -1.5683 -1.6961
H16 3.8137 -0.8172 -3.0127
C7 -2.0776 0.1353 3.3311
C8 -0.7915 -0.6324 3.0162
C9 -0.7967 -1.9794 3.7547
O3 -0.7011 -0.8156 1.6388
H17 -2.1214 0.3909 4.3891
H18 -2.9446 -0.4762 3.0779
H19 -2.1306 1.0562 2.7440
H20 0.0703 -0.0602 3.3978
H21 -1.6379 -2.5787 3.4005
H22 -0.9002 -1.8261 4.8292
H23 0.1354 -2.5157 3.5683
C10 1.3394 4.2564 0.5382
N4 0.9571 4.0090 -0.9268
C11 -0.4607 4.5396 -1.1449
N5 -1.3609 3.9374 -0.2268
C12 -0.9484 4.2072 1.1501
N6 0.3833 3.6707 1.4071
C13 0.4141 2.2140 1.4260
P1 -0.0814 1.4784 -0.2119
C14 1.0416 2.5582 -1.2635
C15 -1.6145 2.5256 -0.4751
H24 1.3754 5.3369 0.6799
H25 2.3306 3.8343 0.7014
H26 1.6067 4.5222 -1.5255
H27 -0.7428 4.3248 -2.1754
H28 -0.4306 5.6188 -0.9937
H29 -1.6632 3.7617 1.8398
H30 -0.9366 5.2859 1.3113
H31 -0.2705 1.8551 2.1940
H32 1.4153 1.8623 1.6822
H33 0.7793 2.4260 -2.3150
H34 2.0615 2.2118 -1.1263
H35 -2.4017 2.1825 0.1979
H36 -1.9801 2.3939 -1.4963

Computed properties:
LUMO (spin up / spin down), hartree: -0.2375 / -0.2369
Total charge: +2

---

*B*
Formula: C15H36N6O3PRh
Source: the OMol25 dataset
Level of theory: ωB97M-V/def2-TZVPD

Cartesian coordinates (Å):
Rh1 0.6961 -0.0545 0.8281
N1 2.4981 0.6670 1.9925
C1 2.4167 0.2121 3.3951
C2 1.0418 0.5605 3.9370
N2 0.0098 -0.0524 3.1080
C3 -0.4911 -1.3524 3.5283
C4 0.3186 -2.4456 2.8491
N3 0.2375 -2.2595 1.3752
H1 3.3570 0.3469 1.5656
H2 2.4862 1.6830 1.9626
H3 3.1748 0.6791 4.0257
H4 2.5950 -0.8604 3.4007
H5 0.9090 1.6424 3.8896
H6 0.9638 0.2565 4.9834
H7 -0.7558 0.6024 3.0076
H8 -1.5367 -1.4321 3.2238
H9 -0.4505 -1.4850 4.6124
H10 -0.0640 -3.4186 3.1627
H11 1.3669 -2.3915 3.1272
H12 -0.7097 -2.4720 1.0830
H13 0.8580 -2.9178 0.9145
C5 4.0765 -2.4303 -0.0743
O1 3.1058 -1.5629 0.5836
C6 2.2068 -0.9868 -0.2012
O2 2.1516 -1.1330 -1.3934
H14 4.6184 -2.9190 0.7265
H15 4.7485 -1.8317 -0.6837
H16 3.5632 -3.1534 -0.7014
C7 -1.6710 3.4998 0.3193
C8 -0.2136 3.0698 0.4217
C9 0.5204 3.9353 1.4365
O3 -0.1769 1.7057 0.7903
H17 -1.7437 4.5151 -0.0723
H18 -2.1381 3.4678 1.3056
H19 -2.2331 2.8311 -0.3387
H20 0.2760 3.2297 -0.5494
H21 0.0663 3.8023 2.4225
H22 0.4606 4.9905 1.1654
H23 1.5760 3.6539 1.4843
C10 -0.9288 -0.0789 -4.3310
N4 -1.1615 -1.4710 -3.7188
C11 -2.6623 -1.6307 -3.4426
N5 -3.1245 -0.5749 -2.6108
C12 -2.8774 0.7246 -3.2439
N6 -1.4500 0.9274 -3.4802
C13 -0.6944 1.1068 -2.2407
P1 -0.7928 -0.3846 -1.1476
C14 -0.3648 -1.6430 -2.4609
C15 -2.6364 -0.6369 -1.2326
H24 -1.4350 -0.0719 -5.2950
H25 0.1426 0.0398 -4.4787
H26 -0.8651 -2.1774 -4.3943
H27 -2.8103 -2.6022 -2.9744
H28 -3.1686 -1.6092 -4.4062
H29 -3.2595 1.5188 -2.6057
H30 -3.4056 0.7599 -4.1964
H31 -1.0935 1.9612 -1.7012
H32 0.3539 1.3142 -2.4604
H33 -0.5435 -2.6470 -2.0731
H34 0.6942 -1.5536 -2.6857
H35 -3.1303 0.1364 -0.6426
H36 -2.9019 -1.5996 -0.7903

Computed properties:
LUMO (spin up / spin down), hartree: -0.2218 / -0.2218
Total charge: +2

---

Stability summary: most stable *B*, least stable *A*.

---

*A*
Formula: C6H12O6
Source: the OMol25 dataset
Level of theory: ωB97M-V/def2-TZVPD

Cartesian coordinates (Å):
C1 2.4766 -0.6158 0.1877
C2 1.0834 -0.1021 -0.1376
C3 -0.5315 1.5911 0.1931
C4 -1.6775 0.7117 0.4282
C5 -1.2033 -0.5559 -0.3012
C6 0.2036 -1.1420 0.1025
H1 3.1284 1.1632 -0.2735
H2 2.3740 -0.9057 1.2310
H3 2.4511 -1.5773 -0.2545
H4 1.1488 -0.2296 -1.2426
H5 -0.7307 2.1720 1.1451
H6 -1.6857 1.9433 -1.6086
H7 -2.5641 1.2500 0.2646
H8 -3.7452 1.0709 1.8647
H9 -1.0859 -0.1413 -1.3841
H10 -1.9195 -2.1115 -1.5664
H11 0.1088 -1.6703 1.0511
H12 0.4273 -3.0918 -0.2674
O1 3.5248 0.1861 -0.3122
O2 0.8323 1.0405 0.3847
O3 -0.5027 2.4337 -0.9917
O4 -2.1067 0.5653 1.9008
O5 -2.1374 -1.6592 -0.4086
O6 0.3879 -2.2155 -0.7976

Computed properties:
LUMO, hartree: -0.0757
Total charge: 0

---

*B*
Formula: C6H12O6
Source: the OMol25 dataset
Level of theory: ωB97M-V/def2-TZVPD

Cartesian coordinates (Å):
C1 0.5750 -0.8498 2.3614
O1 -0.4753 -0.9531 3.2545
C2 -1.3463 -2.0565 2.9686
O2 -1.7374 -2.1060 1.6699
C3 -0.6091 -2.0154 0.7760
O3 0.0782 -0.9155 1.0585
H1 1.3056 -1.6757 2.4591
H2 1.1191 0.1013 2.5188
H3 -2.3412 -1.8842 3.4225
H4 -0.9365 -2.9898 3.4004
H5 -0.9264 -2.0297 -0.2845
H6 0.0523 -2.8876 0.9412
C4 -0.0468 2.7815 -1.4257
O4 1.1589 2.8784 -2.0848
C5 1.3944 1.7608 -2.9104
O5 1.3203 0.5945 -2.2097
C6 0.0730 0.5219 -1.6712
O6 -0.1588 1.5883 -0.8261
H7 -0.8228 2.8547 -2.2118
H8 -0.1722 3.6473 -0.7473
H9 2.4399 1.8699 -3.2573
H10 0.7448 1.7236 -3.8060
H11 0.1214 -0.4013 -1.0623
H12 -0.8102 0.4421 -2.3339

Computed properties:
SMILES string: C1OCOCO1.C1OCOCO1
LUMO, hartree: 0.0328
Total charge: 0

---

*C*
Formula: C6H12O6
Source: the OMol25 dataset
Level of theory: ωB97M-V/def2-TZVPD

Cartesian coordinates (Å):
C1 -2.3539 -0.2733 -0.7377
C2 -1.1636 -0.8415 -0.0594
C3 1.3075 -1.2681 -0.2576
C4 1.7072 0.1551 -0.5134
C5 0.4036 0.9207 -0.4156
C6 -0.3965 0.3447 0.6725
H1 -3.0465 0.3673 1.1819
H2 -2.4393 -1.0701 -1.6609
H3 -2.2166 0.7668 -1.4820
H4 -1.6398 -1.6174 0.5427
H5 1.9962 -1.9401 -0.8504
H6 1.7118 -2.5188 1.1395
H7 1.8695 0.2818 -1.5422
H8 2.9677 -0.0339 1.0357
H9 0.0994 0.8683 -1.4337
H10 1.4672 2.7669 0.3320
H11 0.3028 -0.0837 1.6583
H12 -0.9281 2.2553 1.2612
O1 -3.3567 -0.1933 0.2386
O2 -0.0486 -1.5759 -0.7929
O3 1.4598 -1.5393 1.0106
O4 2.8839 0.5220 0.2576
O5 0.7815 2.3958 -0.6405
O6 -1.3685 1.3107 1.0556

Computed properties:
LUMO, hartree: 0.0062
Total charge: 0

---

Stability summary: most stable *B*, least stable *A*.